Arrangement i

This record from OMol25 describes 2 unconnected molecules or ions with the total composition H8OSi4. The level of theory is ωB97M-V/def2-TZVPD.

Summary:
- E_HOMO: -8.1 eV
- Gap between HOMO and LUMO: 6.914 eV

Each line ends with the Löwdin charge.
Element x y z (Å)
O  -1.17873  0.18980  0.47569  -0.6150
Si  -1.20143  -0.69960  -0.90703  0.3660
Si  -0.70159  0.30112  1.99729  0.5001
Si  0.98913  -0.34575  -1.65519  0.1399
Si  2.30877  0.95212  -0.43159  0.4071
H  -1.25742  -2.11545  -0.62982  -0.0717
H  -2.35136  -0.08812  -1.56792  -0.0542
H  -1.61750  1.13668  2.58947  -0.0934
H  -0.42191  -0.96578  2.62278  -0.0780
H  1.81871  -1.55478  -1.70810  -0.1352
H  1.15077  0.08079  -3.11617  -0.0995
H  1.33441  1.95410  0.08476  -0.2618
H  1.12814  1.15487  2.24582  -0.0043

Arrangement ii

This record from OMol25 describes a single H8OSi4 molecule. The level of theory is ωB97M-V/def2-TZVPD.

Summary:
- E_HOMO: -8.8 eV
- Gap between HOMO and LUMO: 7.260 eV

Each line ends with the Löwdin charge.
Element x y z (Å)
O  -1.08315  0.07974  -0.14795  -0.6494
Si  0.10829  -1.03235  -0.30073  0.3168
Si  -2.65559  0.37738  -0.31624  0.4834
Si  1.97555  -0.05789  0.81033  0.1787
Si  3.85403  0.26168  -0.54612  0.4219
H  -0.17240  -2.10206  0.50560  -0.1134
H  -0.15861  -1.54410  -1.76048  -0.0292
H  -3.14714  0.37835  1.07445  -0.0604
H  -2.50430  1.82675  -1.00015  -0.0362
H  1.20930  1.27248  1.23902  -0.0721
H  2.14215  -0.76333  2.04724  -0.1472
H  3.71643  1.76537  -0.22838  -0.2259
H  -3.28455  -0.46203  -1.37659  -0.0670

Energy above the most stable structure, in kcal/mol: arrangement i 19.3; arrangement ii 0.0

Arrangement i

This record from OMol25 describes a molecular structure, C8H16O2. The level of theory is ωB97M-V/def2-TZVPD.

Summary:
- E_HOMO: -9.0 eV
- Gap between HOMO and LUMO: 9.737 eV

Each line ends with the Löwdin charge.
Element x y z (Å)
C  -0.46526  -1.48635  0.80687  -0.1443
C  -0.98100  -2.33973  -0.33899  -0.1194
C  -1.38826  0.54140  0.39141  -0.2742
O  -2.44235  0.37861  -0.21036  0.0383
H  -1.34848  0.86136  1.44977  0.1372
H  -1.21325  -1.39000  1.59365  0.0989
H  0.30604  -2.04455  1.34460  0.0883
H  -0.20207  -2.55286  -1.07452  0.0662
H  -1.81424  -1.85706  -0.84850  0.0633
H  -1.32830  -3.30530  0.03433  0.0756
C  1.50337  0.20550  1.59494  -0.0219
C  -0.23485  0.70637  -1.85352  -0.0250
C  0.34128  2.33742  -0.04987  -0.0306
C  0.84519  -0.15439  0.28937  -0.4342
C  -0.05810  0.88789  -0.34521  -0.4607
O  1.73669  -0.78197  -0.52176  0.0411
H  1.31633  -1.01873  -1.35933  0.0927
H  0.76984  0.56960  2.31098  0.0900
H  2.01140  -0.66694  2.00018  0.0914
H  2.24406  0.98801  1.42669  0.0926
H  -0.51875  -0.31076  -2.11971  0.0786
H  0.67952  0.97693  -2.38381  0.0950
H  -1.05120  1.34551  -2.18344  0.0943
H  0.36558  2.54852  1.01762  0.0782
H  -0.39542  3.00357  -0.49857  0.0926
H  1.32223  2.55795  -0.47283  0.0961

Arrangement ii

This record from OMol25 describes 3 unconnected molecules or ions with the total composition C8H16O2. The level of theory is ωB97M-V/def2-TZVPD.

Summary:
- E_HOMO: -8.4 eV
- Gap between HOMO and LUMO: 8.856 eV

Each line ends with the Löwdin charge.
Element x y z (Å)
C  2.71978  -1.34174  1.22898  -0.1050
C  1.17266  -1.64454  1.02882  -0.1606
C  0.41831  -0.61645  1.82101  -0.3234
C  0.79081  0.00107  2.94506  0.0357
C  -1.18247  0.08357  -0.08158  -0.1152
C  -0.86991  -0.15137  1.18991  -0.0814
C  -3.38509  1.41377  -0.22894  -0.0067
C  -2.61188  0.35792  -0.35533  -0.2203
H  3.26939  -1.26254  0.30418  0.0548
H  3.22733  -2.20535  1.72938  0.0721
H  3.05600  -0.59462  1.93549  0.0427
H  1.00136  -1.56968  -0.02635  0.0861
H  1.13122  -2.65114  1.48095  0.1183
H  0.08775  0.55747  3.56295  0.0639
H  1.74132  -0.21778  3.45354  0.0605
H  -0.55173  -0.07628  -0.93279  0.1022
H  -1.65097  -0.28713  1.98775  0.1334
H  -4.40355  1.74552  -0.31654  0.0506
H  -2.90821  2.21414  0.34150  0.0627
H  -2.76277  -0.49167  -1.09285  0.1166
H  -2.21020  2.63965  -3.12143  0.0389
H  -0.91684  3.22401  -3.02263  0.0371
O  -1.48227  2.64937  -2.48527  -0.0625
H  1.66474  0.11103  -3.70940  0.0222
H  2.46371  -1.24251  -4.16734  0.0323
O  2.19154  -0.64472  -3.46908  -0.0552

Energy above the most stable structure, in kcal/mol: arrangement i 0.0; arrangement ii 45.4

Arrangement i

This record from OMol25 describes a gas-phase ion, C7H8NS2 (charge +1). The level of theory is ωB97M-V/def2-TZVPD.

Summary:
- E_HOMO: -13.1 eV
- Charge: +1
- Gap between HOMO and LUMO: 9.313 eV

Each line ends with the Löwdin charge.
Element x y z (Å)
C  2.29662  0.95295  1.64333  -0.1427
C  1.98275  0.15154  2.64375  -0.3613
C  1.31603  0.82696  0.57678  -0.4751
C  0.36887  -0.15050  0.92640  -0.5353
C  -0.25011  0.24983  -1.22687  -0.5394
C  -0.99243  0.34035  -2.54019  -0.0268
C  -1.82127  -1.04827  -0.07843  -0.0033
N  -0.57088  -0.39986  -0.15472  -0.1070
S  0.47893  -0.75600  2.49408  1.1025
S  1.14034  1.23175  -1.09300  1.2069
H  3.19962  1.50678  1.72144  0.1168
H  2.67918  0.07130  3.50702  0.1130
H  -1.53341  1.22185  -2.47347  0.0715
H  -0.21377  0.30058  -3.42986  0.1471
H  -1.59267  -0.57460  -2.64625  0.0854
H  -2.54967  -0.43552  0.25201  0.0722
H  -2.07415  -1.66419  -0.95741  0.1174
H  -1.86398  -1.82497  0.83539  0.1582

Arrangement ii

This record from OMol25 describes a gas-phase ion, C7H8NS2 (charge +1). The level of theory is ωB97M-V/def2-TZVPD.

Summary:
- E_HOMO: -12.4 eV
- Charge: +1
- Gap between HOMO and LUMO: 8.242 eV

Each line ends with the Löwdin charge.
Element x y z (Å)
C  1.35960  -2.63593  -0.14941  -0.2114
C  1.01315  -2.80476  -1.42627  -0.3880
C  0.85757  -1.46299  0.42564  -0.4625
C  -0.08592  -0.64533  -0.71294  -0.4800
C  0.01899  0.80225  0.99247  -0.5330
C  -0.46345  1.88082  1.92100  -0.0705
C  -1.13975  1.53468  -1.14377  0.0431
N  -0.38594  0.55614  -0.27684  -0.1597
S  -0.01377  -1.58754  -2.13820  1.0730
S  0.96801  -0.41327  1.71321  1.2007
H  2.14312  -3.34997  0.37234  0.1750
H  1.26707  -3.66491  -2.14206  0.1216
H  -0.78539  1.38935  2.88661  0.0992
H  0.37956  2.62865  2.19166  0.1271
H  -1.38233  2.36420  1.47187  0.0990
H  -0.76907  2.61483  -1.06667  0.1259
H  -0.87742  1.22740  -2.26276  0.1448
H  -2.10403  1.56639  -0.65589  0.0958

Energy above the most stable structure, in kcal/mol: arrangement i 0.0; arrangement ii 29.3